Here is C24H36As2F12MnO18 as an isolated structure from OMol25. Energies are from wB97M-V/def2-TZVPD.

Each line ends with the Mulliken spin population.
Atoms and positions in Å:
Mn: -15.40023 -14.53680 -1.33421  5.381
As: -15.12590 -8.57159 1.12316  0.000
F: -15.22911 -10.20088 0.27738  0.002
F: -14.10338 -9.41307 2.39908  0.000
F: -14.88121 -6.94317 1.91473  0.000
F: -16.21135 -7.76459 -0.10863  0.000
F: -16.62853 -8.85644 2.11552  0.000
F: -13.67103 -8.19994 0.12449  0.000
As: -15.70507 -18.54636 -6.29984  0.000
F: -15.89366 -19.85142 -7.51031  0.000
F: -16.55100 -19.46607 -5.04755  0.000
F: -15.61603 -17.21353 -5.03688  0.001
F: -14.74603 -17.58898 -7.44993  0.000
F: -17.24005 -17.85916 -6.85088  -0.001
F: -14.18080 -19.30061 -5.64903  0.000
C: -14.08363 -18.08420 8.53342  0.000
C: -15.09203 -17.09193 7.86361  0.000
C: -14.82079 -15.65548 8.16629  0.000
O: -14.81520 -15.04712 6.92552  0.000
C: -14.93948 -15.96074 5.93720  0.000
O: -14.96428 -15.70450 4.73006  0.000
O: -14.92333 -17.18250 6.47055  0.000
H: -14.05594 -19.09919 8.13706  0.000
H: -14.41868 -18.12712 9.56977  0.000
H: -13.03249 -17.80211 8.47315  0.000
H: -16.09073 -17.48892 8.04554  0.000
H: -13.77213 -15.65709 8.46364  0.000
H: -15.44940 -15.20370 8.93364  0.000
C: -22.45052 -8.62462 -1.03989  -0.004
C: -22.49844 -9.93600 -1.77863  -0.006
C: -22.67253 -9.81028 -3.34704  -0.001
O: -21.62480 -10.52415 -3.78246  -0.015
C: -20.73554 -10.79477 -2.77358  0.023
O: -19.72179 -11.46424 -2.88322  -0.309
O: -21.19437 -10.47287 -1.66676  -0.020
H: -22.20852 -8.66070 0.02230  0.000
H: -23.43326 -8.18566 -1.21202  -0.002
H: -21.73096 -7.98920 -1.55619  0.000
H: -23.29724 -10.58913 -1.42728  0.000
H: -22.68171 -8.74651 -3.58456  0.000
H: -23.65492 -10.20487 -3.60647  -0.002
C: -11.93066 -24.37667 1.01796  0.000
C: -12.33448 -22.93750 1.52241  0.000
C: -11.10216 -22.05761 1.58554  0.000
O: -11.63830 -20.80167 1.19910  0.000
C: -12.74122 -20.96388 0.58377  0.000
O: -13.41419 -20.05031 0.14417  0.000
O: -13.08432 -22.27837 0.58833  0.000
H: -11.33753 -24.83296 1.81048  0.000
H: -11.43341 -24.53909 0.06168  0.000
H: -12.83560 -24.97348 0.90395  0.000
H: -12.82265 -22.92890 2.49693  0.000
H: -10.19036 -22.31734 1.04773  0.000
H: -10.67100 -22.05058 2.58661  0.000
C: -25.00697 -18.03195 -1.14797  0.000
C: -24.19007 -16.82240 -0.79476  0.000
C: -24.10725 -16.36075 0.63082  0.000
O: -22.80918 -15.93546 0.71826  0.000
C: -22.00702 -16.48277 -0.23260  0.000
O: -20.82279 -16.32384 -0.25620  0.001
O: -22.86097 -17.06889 -1.14617  0.000
H: -25.94689 -17.84030 -0.63036  0.000
H: -24.58208 -18.98169 -0.82303  0.000
H: -25.24142 -18.20374 -2.19850  0.000
H: -24.50593 -15.90847 -1.29782  0.000
H: -24.28932 -17.07518 1.43367  0.000
H: -24.72577 -15.46511 0.68878  0.000
C: -8.72959 -10.13917 -8.13118  0.000
C: -10.25185 -10.04556 -7.98868  0.000
C: -11.01274 -11.05131 -8.84506  0.000
O: -11.93071 -11.68601 -7.94219  0.000
C: -11.55932 -11.40191 -6.73545  0.000
O: -12.14651 -11.89828 -5.78738  0.001
O: -10.51811 -10.54188 -6.72835  0.000
H: -8.39631 -9.68266 -9.06318  0.000
H: -8.28210 -11.11810 -7.95932  0.000
H: -8.28613 -9.47789 -7.38677  0.000
H: -10.55226 -8.99873 -8.03327  0.000
H: -10.27630 -11.67067 -9.35706  0.000
H: -11.52603 -10.48211 -9.62008  0.000
C: -5.86030 -11.35978 -0.79649  -0.001
C: -7.09026 -11.88367 -1.58340  -0.001
C: -6.89865 -13.27923 -2.21888  0.000
O: -8.09519 -13.96649 -1.75267  -0.002
C: -8.83169 -13.15935 -1.07347  0.005
O: -9.95261 -13.49304 -0.71007  -0.048
O: -8.15579 -12.08122 -0.67021  -0.003
H: -4.96005 -11.19405 -1.38825  0.000
H: -5.57402 -12.08967 -0.03925  0.000
H: -6.04464 -10.35864 -0.40682  0.000
H: -7.37342 -11.13550 -2.32378  0.000
H: -5.95498 -13.72827 -1.90914  0.000
H: -6.87108 -13.22602 -3.30724  0.000

Values from the calculation:
LUMO level (alpha / beta) = -8.7 / -6.1 eV
Energy above the lowest of the compared OMol25 structures with the same formula, charge and spin = 14.8158 eV
Electronic energy = -247928.3141 eV
HOMO-LUMO gap (alpha / beta) = 0.0749 / 0.1755 Eh
Spin multiplicity = 6